Entry 1:
Density functional theory data (the ωB97M-V functional and the def2-TZVPD basis) for the ion C3H6Cl2N3S with charge +1.

Values from the calculation:
gap between HOMO and LUMO	9.570	eV
molar mass	187.08	Da
F_max	5.21	eV Å⁻¹
total charge	+1
SMILES string	N[C@@]1(C(Cl)Cl)[NH+]=CNS1

Positions of all 15 atoms, in Å:
N  -0.102027  -0.354898  1.623340
C  -0.261647  0.438935  0.532629
C  -0.280007  1.875676  0.598841
Cl  -0.566718  2.604030  -1.037071
Cl  1.303733  2.654422  1.137627
N  0.786045  -0.023622  -0.435218
C  0.462744  -0.546361  -1.612922
N  -0.819296  -0.731989  -1.844292
S  -1.779144  -0.067720  -0.489652
H  -0.328731  0.000219  2.476081
H  -0.495118  -1.300122  1.656736
H  -1.097821  2.359269  1.202798
H  1.623663  -0.164921  0.112599
H  1.102558  -0.870242  -2.412464
H  -1.337734  -1.341175  -2.472220

Cartesian forces, eV/Å:
0.5072 -1.8360 0.6079
-0.6581 -3.7143 -3.6004
0.1404 5.1197 0.2881
0.2279 -0.1228 0.3668
-1.0354 -1.0742 0.1432
-0.1641 0.3148 -0.5074
-0.9147 -0.6428 0.1680
-0.8269 1.5450 2.3808
-0.5405 -1.0179 -0.6697
-0.4561 1.8697 2.9020
0.3111 0.4444 -0.9765
0.9245 -1.0001 -0.2277
0.7747 -0.0328 -0.8617
0.9319 -0.1325 0.3262
0.7782 0.2798 -0.3396

---

Entry 2:
Density functional theory data (the ωB97M-V functional and the def2-TZVPD basis) for a structure of composition C3H6Cl2NaO11.

Values from the calculation:
gap between HOMO and LUMO	8.083	eV
molar mass	311.97	Da
F_max	3.41	eV Å⁻¹
total charge	-1

Positions of all 23 atoms, in Å:
Na  0.889342  2.062756  0.557363
Cl  4.133022  2.178406  -0.921237
O  4.904572  3.098626  -0.053287
O  3.071332  3.010046  -1.407717
O  4.845052  1.573226  -1.992167
O  3.617392  1.115976  -0.095227
Cl  -1.276678  1.730106  -2.170757
O  -0.947428  2.909046  -2.935337
O  -0.231528  0.762276  -2.160227
O  -1.531128  2.109006  -0.815327
O  -2.478978  1.165116  -2.732187
C  -2.379988  -0.413104  2.222943
O  -1.723218  -1.443104  1.481683
C  -0.419588  -1.280494  1.082973
O  0.305392  -0.330784  1.456903
O  0.052432  -2.369164  0.476203
C  -0.637738  -3.573274  0.246163
H  -2.245628  0.570386  1.772613
H  -2.083658  -0.389034  3.271613
H  -3.424628  -0.723444  2.245453
H  -1.478248  -3.502384  -0.444207
H  -1.092658  -4.056004  1.111103
H  0.132552  -4.204184  -0.197347

Cartesian forces, eV/Å:
0.2103 -0.6116 -0.8906
0.4745 1.8975 1.9175
0.3995 -1.4995 -1.0452
-1.3801 -0.1458 -0.6747
0.8645 0.3095 -0.4138
-0.8753 -0.4525 0.6757
-1.1888 0.5260 -2.1896
0.4778 -0.3544 0.3271
0.9676 -0.5012 -0.0882
-0.0024 0.6317 2.3473
0.0120 -0.3057 0.2107
-0.1982 0.0198 0.1926
1.3087 -0.1093 -0.8735
0.4125 1.0840 2.5575
-2.0689 -2.1485 -1.6598
0.3558 1.7107 0.3470
-0.7242 -0.7926 -0.5082
-0.0702 -0.1622 -0.1176
0.5385 -0.0668 -0.0815
0.0185 0.2394 -0.3589
0.2022 0.5428 -0.3076
0.5086 0.3061 0.5104
-0.2428 -0.1173 0.1236

---

- F_max of number 1 (C3H6Cl2N3S)?
  5.21 eV Å⁻¹